107
Properties=species:S:1:pos:R:3:forces:R:3:mulliken_charge:R:1 method="wB97M-V/def2-TZVPD" e_above_lowest_ev=0.257 e_tot_ha=-4449.38955 lumo_ev=0.208 charge=0
H -4.3510 -3.4298 -1.6692 0.81 2.15 1.64 0.281
C -3.9620 -1.1868 -1.2212 -0.30 -0.31 -3.48 -0.169
H 4.2080 -1.5078 -2.7182 -0.86 -0.02 -1.85 -0.420
H 4.0600 1.3862 -2.3662 -0.20 1.06 -1.08 0.204
C 0.7260 -1.5088 4.5468 -1.63 0.25 0.93 -0.319
C 2.0230 -3.6498 3.5798 2.66 2.21 5.70 -1.138
H -4.4290 2.2952 -0.0652 0.37 -1.30 0.95 -0.422
H 3.0060 3.0752 -0.4092 1.08 0.96 -1.46 0.583
H 2.7290 -4.2328 -3.0212 -0.23 2.09 1.61 0.234
C 3.4190 2.9232 1.6868 0.38 1.35 0.06 0.311
H 1.8770 -2.6918 -3.0432 -1.24 1.33 -1.66 0.331
O -5.0560 1.6872 2.5118 0.47 0.95 0.24 -0.350
H 3.0970 -3.6998 3.9558 -0.89 0.46 -1.67 0.293
H -4.3090 -3.0928 0.2678 1.11 1.59 -3.40 0.246
H 5.5420 -1.9638 -1.5262 -0.04 -0.77 0.91 0.382
H 0.3840 -4.1948 4.7428 -3.82 -1.04 -1.37 0.469
C -3.0870 -1.0918 -2.5392 -2.01 0.10 -1.45 -0.269
C -3.8410 -2.6858 -0.8722 -2.41 -3.07 2.60 -0.519
C 4.1510 -2.6058 -2.8122 -1.94 1.86 -3.72 0.394
H 1.9390 -0.5968 -3.4642 -0.02 1.61 -0.06 -0.580
C 3.1880 0.2162 -4.9462 3.46 -3.17 -5.58 -0.734
C -5.2530 0.4212 2.1298 -5.81 1.63 -4.96 0.670
O 4.0660 2.2762 3.7658 1.98 -0.20 0.89 -0.309
H -0.4080 -1.4108 4.2918 1.96 -0.33 0.86 -0.001
C -4.1560 3.1892 -0.5402 -2.12 2.65 -1.00 0.055
H 4.5930 -3.0518 -3.7832 -0.40 1.17 1.64 0.482
O -1.8750 -3.2958 -3.4872 0.07 1.76 1.69 -0.776
C -2.3400 -3.0868 -0.8402 -1.97 4.58 -1.56 -0.665
H -0.7530 0.1562 0.6428 -2.73 0.12 2.46 -0.120
S 1.4190 -2.0558 3.0678 1.39 -0.39 -2.34 1.574
O -6.1580 0.1422 1.2798 2.91 0.66 2.99 -0.678
C 2.9260 2.4072 3.0068 -2.26 3.65 1.27 -0.052
H 0.1140 1.3032 0.0548 0.16 7.99 -1.77 0.168
C 3.8360 1.9462 -3.3352 2.00 0.90 0.66 -0.440
O -0.5450 -1.6478 -2.1492 1.55 1.10 0.11 -0.393
C 1.1680 -2.5948 5.5938 3.74 2.54 -0.65 -0.284
H 0.0560 -0.1038 -0.4802 0.97 -2.39 -4.47 -0.194
C 3.9890 -3.0868 -0.4032 0.45 -2.59 2.24 -0.520
H 1.7090 -4.3318 2.9478 -0.89 -3.29 -3.51 0.622
O -4.4130 -0.3688 2.6088 0.90 -2.77 1.77 -0.292
H -3.1850 2.4312 2.9248 1.56 2.00 -1.17 0.388
C -4.1820 2.4142 -3.0652 2.55 2.34 0.45 -0.403
O -2.0720 1.8312 -1.4952 -0.95 0.22 -0.18 -0.298
C -3.3280 0.4072 3.1318 0.91 -2.38 1.32 0.353
H -4.5890 3.1702 4.8398 -1.09 4.05 0.11 0.455
S -1.7890 -2.2948 -2.3912 -1.31 -3.03 -1.74 0.944
H -5.9480 4.5502 -1.0452 1.04 0.81 -0.64 0.395
O 1.3550 -3.7788 -0.5642 0.71 0.94 1.12 -0.816
H -4.9570 1.6022 5.1628 -3.70 -2.18 0.39 0.572
H 3.4810 4.0352 1.7748 -0.02 -0.66 -0.08 0.265
H 2.8360 1.4852 0.2808 -0.64 0.43 -0.08 -0.162
H 1.5910 2.9382 0.5308 1.87 -1.14 0.17 0.133
C -5.2490 3.4262 -2.8662 4.18 1.06 5.34 -1.285
O 2.5670 -1.2438 2.6628 -1.05 -0.33 0.06 -0.759
O 1.6860 2.7152 -4.5502 -0.97 2.21 -2.23 -0.720
F -0.1960 1.2872 2.8948 -0.08 -0.41 -0.40 -0.814
C -4.2700 2.2332 4.7918 4.21 -3.96 -1.10 -1.858
H -2.6910 0.2442 2.2958 1.80 0.77 0.18 -0.384
H -1.8960 -2.4248 -0.1012 0.71 -1.14 0.58 0.032
O 2.0920 -1.3388 -0.8152 0.32 -0.98 0.55 -0.329
H 1.1110 -0.5078 4.7358 -0.16 -0.01 0.05 0.298
O 6.3100 2.3132 3.4198 -4.39 -0.58 -2.05 -0.677
C 5.1210 2.3032 2.9588 5.83 0.74 4.04 0.603
C 2.7010 2.5722 0.4458 -2.42 -1.11 0.95 -0.610
C 1.3130 -3.8558 4.9268 0.48 -2.43 -1.04 -0.961
H 1.5560 -4.7098 5.5948 1.27 0.69 -0.39 0.385
H -3.6670 -1.1218 -3.5652 1.10 -0.69 2.11 0.210
H 4.8020 1.5562 -5.2242 2.71 5.42 -7.17 0.639
C 2.7430 -3.0998 -2.6462 0.72 -3.12 0.46 -0.833
O 0.3600 -2.3728 2.1158 0.42 0.66 0.26 -0.720
H -3.6110 1.9332 5.6488 0.91 1.10 -1.20 0.368
H 0.8880 0.1142 -4.7072 2.61 0.79 0.56 0.460
H -3.8700 4.0222 0.1528 0.05 -1.02 -0.62 0.495
H -5.9660 3.2222 -3.4322 -6.66 -1.70 -4.44 0.727
H 3.9860 -4.1958 0.0318 0.17 2.37 -1.03 0.353
H -2.6730 -0.1208 -2.5122 1.06 0.94 -0.17 0.001
H -3.0120 -0.0588 4.0818 0.31 0.07 -0.77 0.167
C 4.3840 1.1052 -4.5362 -3.52 -4.64 7.72 -1.253
H 3.6450 -0.8728 -5.2622 -1.49 2.17 1.50 0.230
O -2.3380 4.1232 -2.1252 1.93 5.11 -1.75 -0.717
H 5.2800 0.4912 -4.3302 -0.63 -0.23 1.22 0.381
H -4.8740 4.3542 -3.1762 0.55 1.52 -0.44 0.423
H 4.1000 -2.4028 0.4118 0.73 0.33 0.72 0.328
H 0.7830 0.1452 0.8398 3.25 -1.03 2.98 -0.123
C -5.5590 3.5702 -1.3242 1.05 0.29 1.29 -0.866
H -2.2260 -4.0918 -1.0112 0.91 -2.35 0.56 0.669
H 2.9510 0.5072 -5.9652 -0.10 0.46 -0.30 0.427
C 1.9580 0.2732 -4.1972 -3.17 -3.65 1.70 0.440
H -3.5770 -0.3698 -0.6842 1.21 0.10 2.20 -0.092
H 2.3960 -2.4528 5.8218 -3.53 0.82 0.74 0.116
H 5.5600 -3.7068 -1.8392 -0.37 0.34 1.08 0.227
H 2.3510 3.3092 3.4428 0.38 -1.66 -0.40 0.199
H 2.3750 1.5512 3.2128 -1.52 -1.64 -0.96 0.002
H 0.3840 -2.7458 6.2768 -0.12 0.61 2.07 0.383
S -2.9690 2.9452 -1.8352 -1.07 -5.90 2.58 0.787
O 4.8010 2.4892 1.7228 -0.35 -0.19 -2.25 -0.386
H -4.8800 -0.6308 -1.5232 -0.39 -1.66 0.41 0.397
C -3.8360 1.7642 3.3398 -2.99 0.13 2.09 0.523
H -4.4450 1.4812 -2.7432 -0.76 -2.68 0.47 0.091
S 2.3590 -2.7758 -0.8842 -1.90 -1.07 -3.60 1.401
H 4.2370 3.0972 -3.3032 -1.31 -2.95 0.05 0.416
H -3.5790 2.4232 -3.9692 -0.49 -0.08 -0.45 0.575
N 0.0870 0.4422 0.2838 -1.57 -4.65 0.90 1.326
S 2.0530 1.8452 -3.5202 0.06 0.01 4.25 0.863
O 1.4210 1.9322 -2.2072 0.37 -0.04 -1.07 -0.409
H -6.3670 3.1122 -0.7232 0.31 -1.45 -1.30 0.377
C 4.8830 -2.8488 -1.6062 3.81 -1.79 1.68 -1.004